(1)
The following is a quantum chemistry calculation of a single C4H6N2O molecule, from the Open Molecules 2025 dataset.

Summary:
**E_tot**: -9271.534 eV
**Lowest unoccupied orbital energy**: 0.036 Ha
**ΔE to the lowest compared entry with this formula, charge and spin**: 1.968 eV
**Highest occupied orbital energy**: -9.3 eV

The geometry in ORCA input format:
```
! RIJCOSX wB97M-V def2-TZVPD def2/J DEFGRID3
* xyz 0 1
C -1.60110 -0.39381 -0.48589
C -0.13204 -0.06981 -0.22409
C 1.75678 0.78881 0.02646
C 1.93244 -0.53254 0.23539
H -1.88024 1.25671 0.67291
H -2.43981 -0.28974 1.37015
H -1.75830 -1.51128 -0.64262
H -1.93586 0.13452 -1.43896
H 2.48817 1.55262 0.08585
H 2.87546 -1.07873 0.62972
N -2.40494 0.30605 0.51292
N 0.39482 1.08185 -0.27115
O 0.62311 -1.06691 0.03992
*
```

Mulliken population analysis, charges in e, atoms 1 to 6:
1. C -0.49
2. C 0.72
3. C -0.26
4. C -0.21
5. H 0.31
6. H 0.25

***

(2)
The following is a quantum chemistry calculation of a single C4H6N2O molecule, from the Open Molecules 2025 dataset.

Summary:
**E_tot**: -9271.786 eV
**Lowest unoccupied orbital energy**: 0.018 Ha
**ΔE to the lowest compared entry with this formula, charge and spin**: 1.716 eV
**Highest occupied orbital energy**: -10.7 eV

The geometry in ORCA input format:
```
! RIJCOSX wB97M-V def2-TZVPD def2/J DEFGRID3
* xyz 0 1
C 1.38450 -1.39544 0.28108
C 0.36286 -0.42982 0.84895
O 0.43656 0.83119 0.16609
C -0.58808 1.32834 -0.53123
N -0.45642 2.42418 -1.14510
C -1.83790 0.55845 -0.53805
N -2.84970 -0.00211 -0.57316
H 2.39524 -0.98969 0.35944
H 1.35114 -2.33223 0.84456
H 1.18286 -1.62451 -0.76787
H 0.57665 -0.21406 1.89855
H -0.64881 -0.84532 0.78760
H -1.30889 2.69102 -1.63087
*
```

Mulliken population analysis, charges in e, atoms 1 to 6:
1. C -1.08
2. C -0.31
3. O -0.38
4. C 0.76
5. N -0.64
6. C 0.23

***

(3)
The following is a quantum chemistry calculation of a single C4H6N2O molecule, from the Open Molecules 2025 dataset.

Summary:
**E_tot**: -9266.456 eV
**Lowest unoccupied orbital energy**: 0.015 Ha
**ΔE to the lowest compared entry with this formula, charge and spin**: 7.046 eV
**Highest occupied orbital energy**: -8.1 eV

The geometry in ORCA input format:
```
! RIJCOSX wB97M-V def2-TZVPD def2/J DEFGRID3
* xyz 0 1
O -0.17994 -2.47659 -0.97430
C -0.04436 -1.33814 -0.62312
N -1.06377 -0.41732 -0.43166
C -0.69748 0.93310 -0.22478
C 1.12200 0.59239 0.05564
C 1.25014 -0.47881 1.28755
N 1.21203 -0.79884 -0.18362
H -2.01480 -0.70582 -0.60230
H -1.13252 1.37854 0.70616
H -0.80439 1.57860 -1.09631
H 1.68106 1.40997 -0.37145
H 0.39218 0.97644 0.79034
H 0.17170 -0.54636 1.66345
*
```

Mulliken population analysis, charges in e, atoms 1 to 6:
1. O -0.54
2. C 0.54
3. N -0.19
4. C -0.68
5. C 0.03
6. C -0.65

***

(4)
The following is a quantum chemistry calculation of a single C4H6N2O molecule, from the Open Molecules 2025 dataset.

Summary:
**E_tot**: -9271.299 eV
**Lowest unoccupied orbital energy**: 0.024 Ha
**ΔE to the lowest compared entry with this formula, charge and spin**: 2.202 eV
**Highest occupied orbital energy**: -8.6 eV

The geometry in ORCA input format:
```
! RIJCOSX wB97M-V def2-TZVPD def2/J DEFGRID3
* xyz 0 1
N -2.12284 0.58177 -0.53213
C -0.83857 0.16105 -0.21741
C -0.46669 -1.23361 0.01661
N 0.76930 -1.39948 0.34632
C 1.39540 -0.11208 0.03904
O 2.62050 0.24838 0.57755
C 0.30527 0.88092 -0.12335
H -2.85931 -0.04774 -0.24521
H -2.31907 1.52937 -0.24058
H -1.11574 -2.09168 -0.13836
H 1.61645 -0.68543 -0.89424
H 2.57896 0.28727 1.53922
H 0.42922 1.95481 -0.21999
*
```

Mulliken population analysis, charges in e, atoms 1 to 6:
1. N -0.53
2. C 0.98
3. C -0.57
4. N -0.62
5. C 0.52
6. O -0.48

***

(5)
The following is a quantum chemistry calculation of a single C4H6N2O molecule, from the Open Molecules 2025 dataset.

Summary:
**E_tot**: -9270.151 eV
**Lowest unoccupied orbital energy**: 0.031 Ha
**ΔE to the lowest compared entry with this formula, charge and spin**: 3.351 eV
**Highest occupied orbital energy**: -9.0 eV

The geometry in ORCA input format:
```
! RIJCOSX wB97M-V def2-TZVPD def2/J DEFGRID3
* xyz 0 1
C 0.53653 -1.38183 -1.12301
C -1.16030 -0.97734 0.05805
C -0.57525 -0.15436 -0.99634
N -0.08736 1.09877 -0.45828
C -0.22706 0.92522 0.79795
N 0.05145 1.77934 1.81615
O -0.77759 -0.29411 1.17404
H 0.14478 -2.21847 -1.71831
H 1.30521 -0.85020 -1.66965
H 0.99763 -1.81612 -0.21588
H -1.01536 -0.06284 -1.99180
H 0.16246 1.38816 2.73860
H 0.64486 2.56379 1.58848
*
```

Mulliken population analysis, charges in e, atoms 1 to 6:
1. C -1.14
2. C -0.42
3. C 0.38
4. N -0.68
5. C 0.55
6. N -0.43

***

(6)
The following is a quantum chemistry calculation of a single C4H6N2O molecule, from the Open Molecules 2025 dataset.

Summary:
**E_tot**: -9271.986 eV
**Lowest unoccupied orbital energy**: 0.032 Ha
**ΔE to the lowest compared entry with this formula, charge and spin**: 1.516 eV
**Highest occupied orbital energy**: -9.6 eV

The geometry in ORCA input format:
```
! RIJCOSX wB97M-V def2-TZVPD def2/J DEFGRID3
* xyz 0 1
O 1.39683 2.14278 0.76173
C 0.86813 1.17632 0.27255
N 1.48046 -0.01893 -0.06615
C 0.50965 -1.08700 -0.18912
C -0.68662 -0.26945 -0.65252
C -1.58109 0.33342 0.35542
N -0.47905 1.10644 -0.23080
H 2.44895 -0.18248 0.15471
H 0.34919 -1.60094 0.77131
H 0.77681 -1.83514 -0.93727
H -0.92974 -0.36267 -1.70434
H -2.57743 0.64753 0.04396
H -1.52767 -0.00274 1.38976
*
```

Mulliken population analysis, charges in e, atoms 1 to 6:
1. O -0.57
2. C 0.39
3. N -0.17
4. C -0.54
5. C -0.01
6. C -0.31

***

Look up the ΔE to the lowest compared entry with this formula, charge and spin of the fifth one.
3.351 eV

***

The highest highest occupied orbital energy belongs to which entry?
number 3

***

Among the records above, which one has the highest highest occupied orbital energy?
number 3

***

Among the records above, which one has the lowest ΔE to the lowest compared entry with this formula, charge and spin?
number 6